Run A
This record from the Open Molecules 2025 dataset describes a structure of composition C37H41As2F2N3PRuS. The level of theory is wB97M-V/def2-TZVPD.

The calculation puts the LUMO energy (alpha / beta) at -4.784 / -6.802 eV.

Geometry as ORCA input:
```
! wB97M-V def2-TZVPD RIJCOSX def2/J DEFGRID3
* xyz 2 2
Ru 0.24 0.62 -0.04
As 2.50 -0.34 0.39
As 0.91 2.11 1.82
S -1.62 2.04 -0.12
P -0.71 -1.24 1.33
F 1.69 1.68 -5.07
F 3.85 4.28 -1.88
N -3.58 2.54 -1.86
N -3.54 0.44 -1.26
N -0.28 -0.34 -1.91
C 3.54 2.93 2.81
C -2.95 1.62 -1.13
C -0.25 -2.94 0.87
C -1.54 -1.88 -3.24
C -3.23 -0.24 1.94
C -0.42 -1.19 3.13
C 2.99 3.31 -2.19
C 4.91 0.94 1.41
C -4.79 0.56 -2.02
C -4.67 -2.24 0.66
C -1.17 -1.34 -2.03
C -3.28 -2.29 0.67
C 5.60 1.87 2.17
C 1.42 1.65 -1.43
C 1.89 1.98 -3.77
C 2.33 2.66 -1.16
C 2.90 -1.84 1.57
C 4.92 2.86 2.87
C -0.34 -5.31 1.33
C -0.67 -4.01 1.67
C -4.61 -0.21 1.94
C 2.83 2.00 2.04
C 0.26 0.18 -3.03
C 3.52 1.00 1.35
C 0.57 3.99 1.51
C -5.34 -1.20 1.30
C 2.78 2.99 -3.51
C 0.29 2.00 3.65
C -2.54 -1.28 1.31
C 0.50 -3.21 -0.27
C -0.98 -1.36 -4.39
C -0.08 -0.32 -4.28
C -4.62 1.93 -2.70
C 1.20 1.28 -2.78
C 0.41 -5.57 0.19
C 3.56 -0.79 -1.16
C 0.83 -4.51 -0.62
H 3.02 -1.53 -1.75
H 5.45 0.17 0.88
H 0.65 -1.15 3.33
H 5.47 3.58 3.46
H 0.35 0.10 -5.17
H -2.69 0.56 2.43
H -0.80 2.02 3.68
H -4.91 -0.25 -2.73
H 2.59 2.98 -0.16
H -0.84 -2.07 3.61
H 2.56 -2.79 1.18
H 6.68 1.83 2.21
H 0.96 4.29 0.53
H 4.51 -1.22 -0.86
H -5.13 0.59 2.45
H -5.64 0.56 -1.33
H -1.28 -3.84 2.55
H 0.83 -2.39 -0.90
H 1.04 4.57 2.29
H -2.25 -2.70 -3.26
H 2.45 -1.66 2.55
H -1.24 -1.76 -5.36
H 1.41 -4.71 -1.51
H 0.67 2.86 4.19
H -0.67 -6.13 1.95
H -3.39 -0.29 -0.58
H -4.27 1.84 -3.72
H 3.02 3.71 3.35
H -1.59 -1.72 -1.12
H -2.77 -3.13 0.21
H 3.30 3.50 -4.31
H 3.72 0.10 -1.76
H -5.22 -3.03 0.18
H -0.50 4.16 1.53
H -6.42 -1.18 1.30
H 0.67 -6.58 -0.08
H -3.19 3.45 -2.02
H -0.88 -0.31 3.55
H -5.54 2.52 -2.68
H 3.98 -1.85 1.69
H 0.66 1.09 4.13
*
```

Run B
This record from the Open Molecules 2025 dataset describes a structure of composition C37H41As2F2N3PRuS. The level of theory is wB97M-V/def2-TZVPD.

The calculation puts the LUMO energy (alpha / beta) at -6.113 / -6.959 eV.

Geometry as ORCA input:
```
! wB97M-V def2-TZVPD RIJCOSX def2/J DEFGRID3
* xyz 2 2
Ru -0.63 0.29 -0.26
As -0.25 -0.24 2.24
As 2.62 -1.94 1.33
S 0.04 2.34 0.53
P 1.38 -3.49 -1.73
F -3.26 4.09 -2.19
F -4.74 2.85 2.07
N 2.76 2.07 0.24
N -1.07 0.50 -2.26
N 1.88 3.72 -0.87
C -0.82 0.17 -4.60
C -4.03 3.53 -0.05
C 3.94 2.74 -0.32
C -2.43 1.19 -0.14
C 1.99 -1.97 -2.58
C 3.31 3.90 -1.13
C -1.92 1.55 -2.49
C -2.19 1.96 -3.79
C -1.40 0.60 3.56
C -3.05 -2.18 -1.09
C -3.28 3.21 -1.17
C -0.72 -2.21 -0.42
C 3.94 1.13 3.95
C -1.63 1.27 -4.85
C 1.31 -4.69 -3.10
C 2.78 1.83 4.26
C 1.99 -0.74 -1.92
C 1.50 0.29 2.90
C -2.57 2.03 -1.26
C -0.55 -2.06 2.89
C 2.42 0.41 -2.56
C 3.88 0.02 3.12
C -3.20 1.47 0.97
C 2.48 -2.01 -3.89
C -2.05 -1.86 -0.15
C -4.01 2.61 0.98
C 3.29 -3.31 2.56
C 1.57 1.41 3.74
C -0.38 -2.97 -1.57
C 2.93 -0.85 -4.52
C 2.88 0.37 -3.86
C -0.55 -0.17 -3.30
C 1.64 2.70 -0.07
C -1.41 -3.35 -2.41
C -2.73 -2.93 -2.19
C 2.67 -0.41 2.57
C 4.28 -1.58 0.35
H 1.15 4.31 -1.23
H 3.52 3.82 -2.19
H 3.21 1.27 -4.36
H -2.34 -1.45 0.80
H -0.31 -2.06 3.96
H 4.80 -0.51 2.88
H -1.21 -3.99 -3.26
H -2.40 0.20 3.45
H 0.07 -2.79 2.39
H 0.05 -2.12 0.33
H -1.60 -2.30 2.76
H 2.33 -4.96 -3.37
H 4.35 -0.51 0.11
H 2.82 2.68 4.92
H -1.84 1.58 -5.86
H 2.38 1.36 -2.03
H -1.43 1.68 3.48
H 4.21 -2.99 3.03
H 4.58 3.09 0.49
H 0.68 1.96 3.99
H -3.21 0.85 1.85
H 2.52 -2.93 -4.43
H -4.62 4.43 0.01
H 0.78 -4.36 -3.99
H 1.67 -0.69 -0.87
H 2.54 -3.52 3.32
H -1.03 0.31 4.54
H 2.79 1.38 0.99
H 4.89 1.44 4.37
H 4.25 -2.13 -0.59
H 3.64 4.88 -0.78
H -4.07 -1.89 -0.89
H -2.85 2.79 -3.96
H 4.50 2.05 -0.95
H 3.30 -0.91 -5.53
H 0.84 -5.61 -2.72
H 5.15 -1.88 0.92
H 0.10 -1.01 -3.06
H -0.38 -0.41 -5.41
H -3.50 -3.23 -2.88
H 3.47 -4.22 1.98
*
```

Stability, descending: run A, run B

Run A
This record from the Open Molecules 2025 dataset describes an isolated molecule of C3H5PS. The level of theory is wB97M-V/def2-TZVPD.

The calculation puts the LUMO energy at 0.500 eV.

Geometry as ORCA input:
```
! wB97M-V def2-TZVPD RIJCOSX def2/J DEFGRID3
* xyz 0 1
S 2.07 -0.79 -0.08
P -0.57 1.04 -0.84
C 1.29 0.89 -0.16
C -1.59 -0.40 -0.35
C -2.25 -1.38 -0.09
H -0.82 1.36 0.42
H 2.08 1.34 -0.89
H 1.37 1.37 0.85
H 1.17 -1.29 0.75
H -2.76 -2.15 0.38
*
```

Run B
This record from the Open Molecules 2025 dataset describes an isolated molecule of C3H5PS. The level of theory is wB97M-V/def2-TZVPD.

The calculation puts the LUMO energy at -0.401 eV.

Geometry as ORCA input:
```
! wB97M-V def2-TZVPD RIJCOSX def2/J DEFGRID3
* xyz 0 1
S -1.66 1.07 0.19
P -0.48 -1.50 -0.30
C 0.70 -0.20 0.19
C -1.89 -0.62 0.43
C 0.09 1.04 -0.43
H 0.49 2.02 -0.02
H 0.00 1.09 -1.58
H 1.67 -0.29 -0.13
H 0.47 -2.48 0.40
H 0.62 -0.14 1.24
*
```

Stability, descending: run A, run B

Run A
This record from the Open Molecules 2025 dataset describes a cluster of 2 separate species, C4H12O2 in total. The level of theory is wB97M-V/def2-TZVPD.

The calculation puts the LUMO energy at 0.777 eV.

Geometry as ORCA input:
```
! wB97M-V def2-TZVPD RIJCOSX def2/J DEFGRID3
* xyz 0 1
O -1.83 -0.35 -0.97
O -0.50 2.09 -2.45
C 2.40 -0.37 1.79
C 0.19 -0.05 0.34
C -1.23 -0.56 0.34
C 1.07 -0.91 1.25
H -1.29 -1.65 0.48
H -2.51 -0.98 -1.11
H -1.83 -0.09 1.11
H -0.30 1.22 -2.81
H 0.54 0.04 -0.69
H 0.21 1.01 0.65
H 2.44 -0.61 2.85
H 1.29 -1.82 0.69
H 0.44 -1.29 2.06
H -0.85 1.78 -1.59
H 2.47 0.72 1.79
H 3.23 -0.75 1.21
*
```

Run B
This record from the Open Molecules 2025 dataset describes a cluster of 3 separate species, C4H12O2 in total. The level of theory is wB97M-V/def2-TZVPD.

The calculation puts the LUMO energy at 0.680 eV.

Geometry as ORCA input:
```
! wB97M-V def2-TZVPD RIJCOSX def2/J DEFGRID3
* xyz 0 1
O 4.54 -4.35 -0.05
O -3.06 2.93 1.71
C -1.35 -0.34 -0.24
C 0.56 0.75 -1.51
C -0.15 0.58 -0.23
C 0.33 0.94 0.98
H -2.23 0.24 0.05
H 1.31 1.56 -1.57
H 3.73 -4.57 -0.53
H 1.18 1.65 0.89
H -2.77 2.48 0.92
H -0.13 0.73 -2.37
H -0.36 0.89 1.82
H -3.99 3.13 1.55
H 4.27 -4.65 0.83
H 1.17 -0.16 -1.61
H -1.33 -1.10 0.53
H -1.72 -0.72 -1.18
*
```

Stability, descending: run A, run B

Run A
This record from the Open Molecules 2025 dataset describes a cluster of 3 separate species, C4H12O2 in total. The level of theory is wB97M-V/def2-TZVPD.

The calculation puts the LUMO energy at 0.849 eV.

Geometry as ORCA input:
```
! wB97M-V def2-TZVPD RIJCOSX def2/J DEFGRID3
* xyz 0 1
O 1.43 2.99 -2.47
O -0.63 -1.89 3.75
C -0.18 -0.90 -0.29
C -0.87 -1.37 -1.53
C 0.30 1.19 1.10
C 0.25 0.35 -0.16
H 1.79 3.19 -3.34
H -0.62 -0.79 -2.42
H -0.68 -2.42 -1.80
H 0.70 2.38 -2.69
H -0.09 0.63 1.95
H -0.76 -2.69 3.23
H -1.95 -1.34 -1.43
H 1.36 1.37 1.27
H -0.13 -1.60 0.54
H -0.28 2.09 0.96
H 0.05 -2.12 4.40
H 0.29 0.93 -1.07
*
```

Run B
This record from the Open Molecules 2025 dataset describes a cluster of 2 separate species, C4H12O2 in total. The level of theory is wB97M-V/def2-TZVPD.

The calculation puts the LUMO energy at 0.828 eV.

Geometry as ORCA input:
```
! wB97M-V def2-TZVPD RIJCOSX def2/J DEFGRID3
* xyz 0 1
O -4.90 -3.86 -1.65
O 1.26 0.32 -1.29
C 0.88 0.19 0.09
C 1.04 1.55 0.78
C -0.17 2.44 0.54
C 1.66 -0.94 0.76
H -0.18 -0.01 -0.03
H 0.04 3.51 0.66
H 2.22 0.26 -1.41
H 1.21 1.38 1.84
H -1.00 2.25 1.22
H 1.70 -0.86 1.84
H -0.58 2.28 -0.46
H -4.65 -4.58 -2.26
H 2.64 -0.97 0.31
H 1.93 2.05 0.37
H 1.20 -1.91 0.53
H -4.30 -3.12 -1.85
*
```

Run C
This record from the Open Molecules 2025 dataset describes a cluster of 3 separate species, C4H12O2 in total. The level of theory is wB97M-V/def2-TZVPD.

The calculation puts the LUMO energy at 0.471 eV.

Geometry as ORCA input:
```
! wB97M-V def2-TZVPD RIJCOSX def2/J DEFGRID3
* xyz 0 1
O -6.15 0.65 1.82
O 6.52 -0.75 0.19
C -1.15 0.34 -1.29
C -0.30 -0.97 0.56
C 0.05 -0.13 -0.45
C 1.30 0.61 -0.42
H 1.53 0.87 -1.39
H -5.76 1.30 1.22
H -5.98 -0.18 1.39
H 5.70 -0.36 0.58
H -2.03 -0.19 -1.16
H 6.18 -1.63 -0.26
H 1.90 -0.01 0.26
H 0.35 -1.59 1.16
H -1.41 1.30 -0.75
H -0.76 0.36 -2.41
H -1.44 -1.20 0.75
H 1.45 1.59 0.19
*
```

Stability, descending: run B, run A, run C